90
Properties=species:S:1:pos:R:3:forces:R:3 method="wB97M-V/def2-TZVPD" energy_ha=-2072.36212 homo_energy_ev=-9.667 smiles=OCCO.OCCO.OCCO.OCCO.OCCO.OCCO.OCCO.OCCO.OCCO de_lowest_ev=1.1050 charge=0
H 3.933906 5.337103 1.532609 0.21 0.06 -0.05
O 3.196041 -5.736363 0.919606 -0.24 0.11 0.19
O 4.046457 2.005191 1.236885 0.04 -0.20 -0.20
H -3.572299 -1.687205 4.011399 -0.04 -0.01 -0.05
O 7.102964 1.329508 -4.289517 0.19 0.41 -0.09
C -2.584705 -3.015403 -0.327878 0.79 -0.12 -0.07
O 5.330598 1.268803 -1.146249 0.34 0.02 0.01
C 3.650570 3.316763 0.937854 -1.06 1.29 0.47
H -3.827210 0.016079 -1.920661 0.06 0.34 -0.33
C 6.281606 0.707475 -3.313518 0.82 -0.96 -0.63
O 2.315730 -2.750578 -4.466400 -0.19 0.06 0.02
H 2.656486 -0.693657 -1.026830 0.35 0.18 0.21
C -0.274222 0.163905 1.349348 -0.17 -0.25 0.20
H 6.688134 -0.299368 -3.127938 -0.22 -0.01 0.01
H 3.807815 3.628961 -0.098032 0.32 -0.42 -0.08
O -3.298437 -1.008489 3.389113 0.07 0.14 -0.33
H -5.895611 -0.451842 -0.851787 0.08 0.16 -0.31
H -4.662325 0.444018 5.390281 -0.18 0.05 -0.14
H -6.051635 1.678585 -3.703451 -0.04 0.00 0.01
H -4.324630 4.026604 1.514614 -0.07 -0.10 -0.21
O -1.451874 0.675853 0.761753 -0.35 0.30 -0.82
O -2.754101 3.026398 2.335568 0.90 0.04 -0.03
H -2.089556 -3.295376 -1.269357 -0.12 -0.33 0.10
C 6.435457 1.497487 -2.035843 -1.15 -0.01 0.35
H -3.135650 1.041876 4.869921 0.17 0.09 -0.55
C 2.576455 -4.457680 1.069433 0.32 0.52 -0.15
H -2.462978 -1.931198 -0.282639 -0.33 0.03 0.18
H 7.341284 1.149543 -1.543546 0.16 0.38 0.07
H 3.815009 -5.848864 1.645482 0.09 -0.07 -0.08
O -4.788217 2.156181 4.218227 -0.05 0.46 -0.25
H 5.916164 3.373940 1.863914 0.16 -0.01 0.06
H 0.501006 -1.235007 -0.065310 -0.14 0.10 -0.30
O 5.702757 4.313788 1.831979 -0.42 0.02 -0.21
H 2.460193 0.672590 0.536307 -0.03 0.27 0.38
H -4.188665 0.545135 2.378172 0.17 0.13 0.02
C 4.274150 4.352294 1.857576 0.51 -0.11 0.19
C -4.028942 -3.431148 -0.335902 -0.96 0.19 -1.31
O 1.576210 -4.369467 -1.154779 0.09 0.08 0.03
O -1.872507 -3.539500 0.778565 0.20 0.35 0.29
H 5.272919 0.546543 -3.704126 -0.26 0.52 0.41
H 2.569169 3.443753 1.121534 0.07 -0.36 -0.16
H -1.396911 2.990792 0.138955 0.12 -0.02 -0.01
H -2.029531 -4.484361 0.867939 -0.25 -0.02 -0.25
H -4.559219 2.836122 4.857902 -0.09 -0.19 0.30
H 2.425737 -4.786299 -1.332455 -0.06 -0.20 0.06
H 0.177761 0.906895 2.011880 0.05 -0.03 -0.01
H 4.684275 0.687812 -1.569196 -0.29 -0.26 0.06
H -5.004487 -5.126176 -0.248423 0.00 -0.01 0.03
C -4.332579 0.729203 -1.265649 -0.66 -0.68 0.84
H -4.482055 2.543518 -2.401543 -0.02 -0.23 -0.31
H 0.741149 -5.333673 0.474621 -0.11 0.12 0.05
H -3.276624 4.848166 -0.450522 -0.09 0.20 0.10
H -5.290057 -0.430508 3.344528 -0.02 0.03 -0.29
H -2.258050 0.488117 1.248502 0.29 -0.18 0.48
H -3.374321 2.997764 3.071252 -0.22 -0.19 -0.17
C 0.681315 -0.200446 0.232643 0.82 0.26 0.17
H 0.601195 0.473910 -0.623094 -0.38 -0.05 -0.02
C -2.640855 4.482860 0.356166 0.98 -0.77 0.33
H 4.584361 1.688378 0.495686 0.29 -0.08 -0.16
H 1.526003 -0.988174 -3.686016 -0.07 0.08 0.17
H 1.330178 -2.509555 -2.675475 -0.46 0.41 -0.10
H -5.754445 2.306017 -1.225872 0.11 -0.07 0.14
C 3.262714 -1.705458 -2.595855 0.22 0.72 0.82
H -3.748625 2.665601 0.560258 0.07 -0.03 0.03
H 3.264795 -3.684433 0.697441 -0.12 0.04 0.04
H 1.605416 -3.381022 -4.608155 0.01 0.00 -0.05
O -5.185292 -0.009039 -0.377895 0.07 -0.23 0.40
H 0.711988 -3.546104 0.465209 -0.05 -0.05 0.26
O -4.130233 -4.815168 -0.003393 0.19 0.26 0.36
H -4.411420 -3.318156 -1.364618 0.26 0.14 0.02
H -2.312714 5.287856 1.021260 -0.05 0.20 -0.24
H 6.453182 2.564648 -2.251173 0.33 0.00 -0.07
C -3.417232 3.497432 1.188269 -1.47 0.49 0.16
H -4.679502 -2.754093 0.228336 0.25 -0.38 0.69
C 1.313353 -4.426171 0.252688 0.14 -0.25 -0.44
O -1.490074 3.873913 -0.243466 -0.25 0.03 0.08
C -4.167954 0.917943 4.529346 0.06 0.04 0.67
H 6.823037 1.103188 -5.178295 -0.09 -0.15 0.04
C -4.289336 0.011049 3.319363 -0.10 -0.57 0.67
H 3.938995 4.231135 2.894996 -0.12 -0.20 -0.09
H 3.462550 -2.512943 -1.889100 0.04 -0.43 -0.48
H 2.356575 -4.199471 2.109873 -0.07 -0.29 0.03
C -5.139065 1.781908 -1.965442 0.06 0.44 -0.04
H -0.467640 -0.759020 1.902486 -0.16 0.21 0.27
H 4.091306 -1.611446 -3.295898 -0.01 0.01 -0.05
O 2.035723 -0.177064 0.705383 -0.10 -0.58 -0.20
O 3.239939 -0.521057 -1.784080 -0.20 0.00 -0.55
C 1.965086 -1.924677 -3.343975 0.60 -0.99 -0.08
O -6.013011 1.155992 -2.899728 0.14 -0.01 -0.17
H -3.612921 1.167063 -0.582041 0.29 0.13 -0.33